[1]
DFT (wB97M-V/def2-TZVPD) results for a molecular structure, C54H63FN8O9PRbSbSe at a distorted geometry.

Atoms and positions in Å:
Rb (-0.1485, -0.6953, -1.9911)
O (-0.5971, -3.8189, -4.7537)
C (-0.7333, -3.3883, -3.6005)
O (0.1628, -3.2030, -2.7266)
C (-2.2089, -3.1738, -3.1418)
C (-2.4485, -2.8167, -1.6583)
C (-3.7687, -3.4519, -1.2110)
C (-4.7693, -2.6254, -2.0621)
C (-3.8460, -1.5473, -2.6699)
O (-2.8198, -1.4220, -1.6696)
C (-3.0538, -2.0882, -3.8667)
C (-2.3373, -0.8704, -4.5235)
O (-3.1093, -0.0738, -5.1025)
O (-1.1061, -0.7353, -4.3473)
H (-2.6586, -4.1485, -3.3548)
H (-1.5818, -2.9697, -1.0165)
H (-3.8097, -4.5236, -1.4113)
H (-3.9289, -3.2849, -0.1431)
H (-5.2531, -3.2172, -2.8405)
H (-5.5470, -2.1730, -1.4443)
H (-4.3128, -0.5820, -2.8520)
H (-3.7157, -2.5163, -4.6194)
C (-1.2840, 2.5769, 5.9669)
C (0.0381, 2.5758, 5.2097)
N (-0.0132, 1.7696, 4.0017)
C (-0.0710, 2.3915, 2.7752)
C (-0.2380, 1.7881, 1.5808)
C (-0.0962, 2.6771, 0.3302)
O (0.2371, 3.8537, 0.5509)
O (-0.2600, 2.1048, -0.7727)
C (-0.4848, 0.3551, 1.5663)
O (-0.8263, -0.3462, 0.6385)
C (-0.1794, -0.3209, 2.8634)
C (-0.0314, -1.7040, 2.8191)
C (0.2973, -2.3629, 3.9673)
F (0.5212, -3.7104, 3.9526)
C (0.4630, -1.6933, 5.1777)
C (0.3270, -0.3189, 5.2238)
C (0.0292, 0.3912, 4.0508)
N (0.8578, -2.4071, 6.3641)
C (-0.0729, -3.4307, 6.8030)
C (0.3012, -3.8697, 8.2033)
N (1.7114, -4.4031, 8.1550)
C (2.6810, -3.3710, 7.6371)
C (2.2121, -2.9239, 6.2681)
H (-1.2053, 3.1801, 6.8728)
H (-1.5794, 1.5657, 6.2499)
H (-2.0719, 2.9946, 5.3401)
H (0.8571, 2.2305, 5.8472)
H (0.2893, 3.5888, 4.9008)
H (0.0582, 3.4678, 2.7754)
H (-0.1303, -2.1986, 1.8577)
H (0.4652, 0.1734, 6.1765)
H (-0.0875, -4.3108, 6.1426)
H (-1.0819, -3.0210, 6.8140)
H (-0.3406, -4.6662, 8.5752)
H (0.3077, -3.0315, 8.8977)
H (1.7268, -5.2058, 7.5205)
H (2.0010, -4.7359, 9.0732)
H (3.6686, -3.8277, 7.6110)
H (2.6647, -2.5461, 8.3471)
H (2.2892, -3.7645, 5.5574)
H (2.8725, -2.1364, 5.9083)
C (4.7385, -3.3648, 1.8646)
N (3.3695, -3.1706, 1.4354)
C (2.6350, -4.4245, 1.3203)
P (3.0037, -2.0305, 0.2437)
O (1.5562, -2.0502, -0.0231)
N (3.8961, -2.2823, -1.1187)
C (3.2702, -2.5114, -2.4247)
C (5.3204, -2.0283, -1.1965)
N (3.6724, -0.6481, 0.9147)
C (3.3397, -0.2947, 2.2865)
C (3.6313, 0.5306, 0.0443)
H (5.3132, -3.9934, 1.1700)
H (4.7462, -3.8625, 2.8416)
H (5.2441, -2.4053, 1.9636)
H (3.1430, -5.1352, 0.6555)
H (1.6426, -4.2298, 0.9201)
H (2.5412, -4.8851, 2.3094)
H (2.1952, -2.6860, -2.3619)
H (3.7204, -3.3921, -2.8922)
H (3.4538, -1.6523, -3.0778)
H (5.7248, -1.7557, -0.2239)
H (5.5266, -1.2055, -1.8922)
H (5.8492, -2.9138, -1.5653)
H (3.2450, -1.1927, 2.8963)
H (2.3988, 0.2652, 2.3432)
H (4.1312, 0.3400, 2.6981)
H (3.7710, 0.2493, -0.9989)
H (4.4253, 1.2278, 0.3217)
H (2.6708, 1.0491, 0.1280)
C (-6.4363, 3.7523, -5.4451)
C (-6.5403, 2.6767, -4.5725)
C (-5.4255, 2.2419, -3.8716)
C (-4.1877, 2.8680, -4.0137)
C (-4.0993, 3.9424, -4.8941)
C (-5.2112, 4.3815, -5.6057)
Sb (-2.5331, 2.0968, -2.8384)
C (-3.3100, 3.1076, -1.0760)
C (-3.8855, 4.3764, -1.0688)
C (-4.4038, 4.9223, 0.0993)
C (-4.3689, 4.1955, 1.2825)
C (-3.8146, 2.9226, 1.2883)
C (-3.2898, 2.3869, 0.1179)
C (-1.1941, 3.6313, -3.5097)
C (-0.8708, 4.7694, -2.7776)
C (0.0536, 5.6845, -3.2686)
C (0.6739, 5.4640, -4.4911)
C (0.3700, 4.3221, -5.2217)
C (-0.5574, 3.4113, -4.7317)
H (-7.3031, 4.0913, -6.0007)
H (-7.4904, 2.1699, -4.4466)
H (-5.5239, 1.3906, -3.2049)
H (-3.1519, 4.4503, -5.0320)
H (-5.1163, 5.2180, -6.2892)
H (-3.9357, 4.9465, -1.9910)
H (-4.8404, 5.9147, 0.0853)
H (-4.7782, 4.6189, 2.1932)
H (-3.7907, 2.3428, 2.2058)
H (-2.8507, 1.3930, 0.1288)
H (-1.3051, 4.9278, -1.7980)
H (0.3079, 6.5582, -2.6793)
H (1.4070, 6.1696, -4.8649)
H (0.8662, 4.1314, -6.1662)
H (-0.7712, 2.5054, -5.2923)
Se (2.0173, 2.8592, -2.1083)
N (1.4280, 1.5167, -3.0789)
C (2.4104, 1.1198, -3.8668)
C (2.2659, 0.0749, -4.8351)
C (3.3506, -0.2494, -5.5822)
C (4.6068, 0.4230, -5.4124)
C (4.7743, 1.4293, -4.5152)
C (3.6586, 1.8277, -3.7137)
N (3.6508, 2.8060, -2.8200)
H (1.3005, -0.4140, -4.9397)
H (3.2755, -1.0376, -6.3207)
H (5.4421, 0.1171, -6.0318)
H (5.7191, 1.9454, -4.4006)

Output
- 2S+1 = 1
- total charge = -1
- highest occupied orbital energy (hartree) = -0.1413

[2]
DFT (wB97M-V/def2-TZVPD) results for a molecular structure, C54H64N5O2PPbS2.

Atoms and positions in Å:
Pb (1.7102, 0.5175, -0.1407)
C (3.6063, -2.2376, -0.5741)
N (2.3470, -2.1965, 0.1578)
C (1.3696, -3.1219, -0.4521)
C (0.1689, -2.4154, -1.0570)
C (0.4872, -1.5722, -2.3019)
N (0.8693, -0.2000, -2.0238)
C (0.2309, 0.7990, -2.8982)
C (0.5335, 2.2653, -2.4610)
C (0.9459, 3.2545, -3.3534)
C (0.9948, 4.6074, -3.0472)
C (0.5728, 5.0379, -1.7992)
C (0.1924, 4.0930, -0.8705)
C (0.2032, 2.7096, -1.1409)
O (-0.0826, 1.9002, -0.1363)
C (2.5200, -2.5077, 1.5795)
C (3.3277, -1.4715, 2.3640)
C (2.5033, -0.3266, 2.9874)
N (1.2108, -0.0910, 2.3470)
C (0.4414, 0.6952, 2.9944)
C (-0.8555, 1.2197, 2.6121)
C (-1.2300, 2.4248, 3.2203)
C (-2.4160, 3.0614, 2.9238)
C (-3.2823, 2.4892, 2.0013)
C (-2.9609, 1.2805, 1.4108)
C (-1.7697, 0.6437, 1.7100)
O (-1.4882, -0.6072, 1.2201)
H (4.0827, -3.2297, -0.5091)
H (4.3058, -1.4966, -0.1878)
H (3.4145, -2.0040, -1.6218)
H (1.0198, -3.8313, 0.3062)
H (1.8630, -3.7185, -1.2289)
H (-0.2694, -1.7490, -0.3186)
H (-0.5721, -3.1798, -1.3135)
H (-0.3995, -1.5992, -2.9377)
H (1.2875, -2.0954, -2.8688)
H (0.1844, -0.5881, -4.4957)
H (1.2284, 2.9713, -4.3500)
H (1.3454, 5.3172, -3.7883)
H (0.5543, 6.0940, -1.5503)
H (-0.1284, 4.3775, 0.1253)
H (3.0016, -3.4963, 1.6825)
H (1.5224, -2.5700, 2.0166)
H (4.1033, -1.0431, 1.7297)
H (3.8411, -1.9944, 3.1726)
H (3.0954, 0.5924, 2.9256)
H (2.3460, -0.5352, 4.0505)
H (0.8110, 1.1066, 3.9420)
H (-0.5399, 2.8839, 3.9194)
H (-2.6625, 4.0026, 3.3981)
H (-4.2120, 2.9797, 1.7441)
H (-3.6388, 0.8246, 0.7013)
C (2.4220, -0.9708, -5.6461)
C (2.2029, 0.0005, -4.4818)
C (3.1961, 1.1587, -4.5895)
C (0.6950, 0.3748, -4.3758)
C (0.2625, 1.1935, -5.5504)
C (-0.8940, 1.8605, -5.7058)
C (-1.9727, 2.0521, -4.7926)
C (-2.2178, 1.5131, -3.5495)
C (-3.5259, 1.9904, -2.9095)
C (-3.5430, 3.5192, -2.7684)
C (-4.7698, 1.5152, -3.6658)
C (-1.3335, 0.7183, -2.7490)
N (-1.7328, 0.0236, -1.6744)
C (-2.9004, -0.5220, -1.4902)
C (-3.2892, -1.2299, -0.3073)
C (-4.4454, -1.9788, -0.1319)
C (-4.4427, -2.5185, 1.1752)
C (-3.3030, -2.1095, 1.8216)
N (-2.6170, -1.3239, 0.8965)
C (-2.7931, -2.5070, 3.1915)
C (-3.5632, -3.7542, 3.6444)
C (-3.0396, -1.4033, 4.2355)
C (-1.2960, -2.8684, 3.1462)
H (3.4395, -1.3725, -5.6308)
H (2.2722, -0.4777, -6.6111)
H (1.7229, -1.8093, -5.5880)
H (2.4458, -0.5190, -3.5559)
H (3.0127, 1.7754, -5.4734)
H (4.2147, 0.7647, -4.6663)
H (3.1436, 1.7947, -3.7079)
H (0.9513, 1.2154, -6.3918)
H (-1.0181, 2.3811, -6.6542)
H (-2.7435, 2.7165, -5.1744)
H (-3.5724, 1.5962, -1.8977)
H (-3.6025, 4.0146, -3.7392)
H (-2.6323, 3.8546, -2.2678)
H (-4.4079, 3.8283, -2.1713)
H (-4.8262, 1.9869, -4.6497)
H (-5.6802, 1.7690, -3.1123)
H (-4.7500, 0.4346, -3.8142)
H (-3.6567, -0.5668, -2.2819)
H (-5.2030, -2.1235, -0.8850)
H (-5.2133, -3.1481, 1.5904)
H (-4.6250, -3.5321, 3.7668)
H (-3.1755, -4.0986, 4.6062)
H (-3.4561, -4.5613, 2.9179)
H (-4.1047, -1.1688, 4.2826)
H (-2.5000, -0.4920, 3.9855)
H (-2.7106, -1.7376, 5.2249)
H (-1.0799, -3.4490, 2.2464)
H (-1.0311, -3.4691, 4.0213)
H (-0.6674, -1.9833, 3.1352)
S (5.2927, 6.1735, 3.5986)
P (3.9774, 5.0143, 2.6769)
S (4.2490, 3.0568, 2.6510)
C (2.2941, 5.3282, 3.3560)
C (1.1720, 5.0771, 2.5691)
C (-0.0991, 5.2621, 3.0923)
C (-0.2575, 5.6792, 4.4072)
C (0.8596, 5.9148, 5.1973)
C (2.1333, 5.7444, 4.6713)
C (3.7655, 5.6391, 0.9575)
C (4.1631, 4.8677, -0.1253)
C (4.0259, 5.3511, -1.4201)
C (3.4952, 6.6133, -1.6341)
C (3.1048, 7.3931, -0.5522)
C (3.2414, 6.9103, 0.7391)
H (1.2980, 4.7275, 1.5514)
H (-0.9683, 5.0767, 2.4720)
H (-1.2526, 5.8221, 4.8140)
H (0.7370, 6.2400, 6.2246)
H (3.0158, 5.9450, 5.2672)
H (4.5518, 3.8736, 0.0605)
H (4.3198, 4.7375, -2.2633)
H (3.3731, 6.9861, -2.6444)
H (2.6885, 8.3800, -0.7202)
H (2.9402, 7.5123, 1.5883)

Output
- 2S+1 = 1
- total charge = -2
- highest occupied orbital energy (hartree) = -0.0132

[3]
DFT (wB97M-V/def2-TZVPD) results for a molecular structure, C54H69N9O4Si4TeTl.

Atoms and positions in Å:
Tl (-2.2352, -0.0388, 0.0472)
O (-0.0904, 3.3769, 1.4052)
C (-1.0746, 2.9307, 0.7676)
N (-2.1958, 2.3859, 1.1275)
C (-2.7973, 2.4817, 2.3803)
C (-2.5169, 3.5371, 3.2452)
C (-3.2182, 3.7077, 4.4343)
C (-4.2130, 2.8038, 4.7642)
C (-4.5079, 1.7432, 3.9087)
C (-3.8160, 1.5487, 2.7067)
N (-4.0153, 0.4502, 1.8416)
C (-5.0821, -0.3276, 1.9709)
O (-6.1143, -0.1898, 2.6513)
C (-5.0464, -1.6225, 1.1585)
C (-6.2570, -2.1754, 0.7424)
C (-6.2491, -3.3689, 0.0524)
C (-5.0334, -4.0027, -0.1854)
C (-3.8863, -3.3917, 0.2778)
N (-3.8811, -2.2260, 0.9303)
C (-0.9617, 2.9983, -0.7854)
C (0.0754, 3.7339, -1.3792)
C (0.0584, 3.9417, -2.7766)
C (-0.9301, 3.3612, -3.5145)
C (-1.9216, 2.6278, -2.8352)
N (-1.9616, 2.4756, -1.5319)
H (-1.7345, 4.2285, 2.9599)
H (-2.9873, 4.5418, 5.0878)
H (-4.7725, 2.9142, 5.6869)
H (-5.2967, 1.0526, 4.1611)
H (-7.1687, -1.6488, 0.9845)
H (-7.1750, -3.8113, -0.2949)
H (-4.9794, -4.9410, -0.7217)
H (-2.9149, -3.8522, 0.1197)
H (0.7626, 4.2417, -0.7192)
H (0.8295, 4.5394, -3.2447)
H (-0.9584, 3.4465, -4.5920)
H (-2.7357, 2.1665, -3.3836)
N (1.9225, -0.7785, -0.4281)
C (1.6766, -1.8805, -0.1804)
N (1.3851, -3.1012, 0.1871)
C (2.4005, -4.1583, 0.2158)
C (2.2472, -5.0810, -0.9987)
C (0.7807, -5.1251, -1.4646)
C (-0.1751, -4.9306, -0.2883)
C (-0.0398, -3.5120, 0.2693)
H (2.2549, -4.7095, 1.1459)
H (3.3841, -3.6946, 0.2632)
H (2.5930, -6.0787, -0.7198)
H (2.8812, -4.7312, -1.8147)
H (0.5777, -6.0662, -1.9749)
H (0.6070, -4.3246, -2.1856)
H (0.0398, -5.6666, 0.4922)
H (-1.2088, -5.0830, -0.5982)
H (-0.3725, -3.4461, 1.3060)
H (-0.6268, -2.8008, -0.3142)
C (5.5560, 2.2002, 2.3677)
Si (3.8989, 1.4384, 1.9141)
C (4.2109, -0.4076, 2.0384)
C (2.6532, 2.0093, 3.1961)
Si (3.2499, 2.1337, -0.2138)
Te (0.9879, 1.2725, -1.0394)
Si (4.6424, 1.3007, -1.8930)
C (6.4607, 1.5719, -1.5070)
C (4.2127, 2.2113, -3.4710)
C (4.4695, -0.5251, -2.2750)
Si (3.5582, 4.4647, -0.1843)
C (3.0092, 5.4910, -1.6551)
C (2.7496, 5.1363, 1.3532)
C (5.4133, 4.7814, -0.1305)
H (5.9035, 1.7455, 3.3015)
H (5.4724, 3.2778, 2.5302)
H (6.3209, 2.0323, 1.6036)
H (4.3178, -0.6886, 3.0909)
H (5.1420, -0.6616, 1.5205)
H (3.4134, -1.0062, 1.6008)
H (2.2906, 1.1850, 3.8158)
H (1.7783, 2.4780, 2.7314)
H (3.1154, 2.7493, 3.8550)
H (6.6992, 2.6273, -1.3623)
H (7.0770, 1.1903, -2.3270)
H (6.7511, 1.0415, -0.5938)
H (4.4201, 3.2822, -3.3889)
H (3.1465, 2.0896, -3.6862)
H (4.7798, 1.8198, -4.3209)
H (4.6613, -1.1520, -1.3984)
H (5.1900, -0.7892, -3.0546)
H (3.4645, -0.7537, -2.6394)
H (1.9397, 5.6999, -1.6681)
H (3.2719, 5.0222, -2.6067)
H (3.5351, 6.4480, -1.5955)
H (1.7473, 4.7086, 1.4766)
H (2.6617, 6.2263, 1.3066)
H (3.3301, 4.8764, 2.2445)
H (5.8317, 4.7075, -1.1390)
H (5.9592, 4.0856, 0.5064)
H (5.6007, 5.7966, 0.2346)
C (0.8774, -1.3405, 3.2528)
C (0.1596, -0.2711, 2.7326)
N (-1.1659, -0.1719, 2.8486)
C (-1.8105, -1.1166, 3.5202)
C (-1.1807, -2.2020, 4.1287)
C (0.1909, -2.3212, 3.9546)
C (-1.9585, -3.2180, 4.8760)
C (-2.8850, -3.0396, 5.8157)
C (-3.3609, -1.8071, 6.4988)
C (-2.7262, -0.5725, 6.5043)
C (-3.3250, 0.4487, 7.2154)
N (-4.4618, 0.2879, 7.8920)
C (-4.9815, -0.9341, 7.8361)
N (-4.4925, -1.9873, 7.1917)
H (1.9509, -1.3975, 3.1212)
H (0.6469, 0.5454, 2.2072)
H (-2.8881, -0.9997, 3.5801)
H (0.7213, -3.1646, 4.3857)
H (-1.7637, -4.2467, 4.5847)
H (-3.4065, -3.9179, 6.1776)
H (-1.8023, -0.3970, 5.9782)
H (-2.8809, 1.4366, 7.2358)
H (-5.9061, -1.0920, 8.3805)
C (-0.8746, -2.6947, -8.9969)
C (-1.0653, -2.1295, -7.6113)
C (-0.3596, -2.6267, -6.5248)
C (-0.5250, -2.1018, -5.2456)
C (0.2561, -2.6861, -4.0948)
C (-1.4292, -1.0587, -5.0360)
C (-2.1625, -0.5567, -6.1164)
C (-3.1594, 0.5630, -5.9357)
C (-1.9606, -1.0916, -7.3846)
C (-1.6144, -0.5094, -3.6235)
O (-2.7388, -0.6224, -3.1052)
O (-0.5822, -0.0038, -3.1063)
H (-0.1542, -3.5130, -8.9909)
H (-0.5105, -1.9315, -9.6887)
H (-1.8150, -3.0762, -9.4012)
H (0.3377, -3.4473, -6.6739)
H (0.8956, -3.4998, -4.4428)
H (-0.4255, -3.0770, -3.3327)
H (0.8638, -1.9183, -3.6134)
H (-3.7370, 0.4135, -5.0250)
H (-3.8364, 0.6181, -6.7896)
H (-2.6475, 1.5269, -5.8556)
H (-2.5256, -0.6861, -8.2205)

Output
- 2S+1 = 1
- total charge = -1
- highest occupied orbital energy (hartree) = -0.1461

Frontier orbital gap, record by record: 3.046, 4.241, 5.348 eV